No. 1
The following is a DFT calculation (the ωB97M-V functional and the def2-TZVPD basis) of 2 unconnected molecules or ions with the total composition ClO2S in a non-equilibrium geometry.

The relative energy (zero: lowest compared OMol25 entry of this formula, charge and spin) is 543.4 kJ/mol. The HOMO-LUMO gap (alpha / beta) comes out at 5.9 / 5.8 eV. The total charge is -1.

Atoms and positions in Å:
O: -0.71 1.00 -0.96
O: 0.32 0.69 2.41
S: 0.37 0.13 -0.47
Cl: 0.02 -1.82 -0.98

=====

No. 2
The following is a DFT calculation (the ωB97M-V functional and the def2-TZVPD basis) of a gas-phase ion, ClO4 (charge -1) in a non-equilibrium geometry.

The relative energy (zero: lowest compared OMol25 entry of this formula, charge and spin) is 40.5 kJ/mol. The HOMO-LUMO gap comes out at 9.5 eV. The total charge is -1.

Atoms and positions in Å:
Cl: 0.03 0.07 0.04
O: 1.12 -0.22 0.87
O: -0.63 1.34 0.15
O: 0.38 -0.20 -1.33
O: -0.89 -0.99 0.27

=====

No. 3
The following is a DFT calculation (the ωB97M-V functional and the def2-TZVPD basis) of a gas-phase ion, ClOS2 (charge -1).

The relative energy (zero: lowest compared OMol25 entry of this formula, charge and spin) is 0.0 kJ/mol. The HOMO-LUMO gap comes out at 7.9 eV. The total charge is -1.

Atoms and positions in Å:
O: 0.54 -1.44 0.23
S: 1.38 1.26 0.13
S: 0.25 -0.19 -0.45
Cl: -2.17 0.37 0.09

=====

No. 4
The following is a DFT calculation (the ωB97M-V functional and the def2-TZVPD basis) of a molecular structure, ClV2 in a non-equilibrium geometry.

The HOMO-LUMO gap (alpha / beta) comes out at 8.5 / 13.0 eV. As for the spin multiplicity: 5. The total charge is +5.

Atoms and positions in Å:
V: -14.96 15.02 26.28
V: -12.89 16.94 27.83
Cl: -14.19 16.63 26.58

=====

No. 5
The following is a DFT calculation (the ωB97M-V functional and the def2-TZVPD basis) of a molecular structure, CoH12O6 in a non-equilibrium geometry.

The relative energy (zero: lowest compared OMol25 entry of this formula, charge and spin) is 73.4 kJ/mol. The HOMO-LUMO gap (alpha / beta) comes out at 12.5 / 11.2 eV. As for the spin multiplicity: 4. The total charge is +2.

Atoms and positions in Å:
Co: -0.01 -0.22 0.03
O: -0.66 1.09 -1.46
H: -1.54 0.91 -1.72
H: -0.32 1.76 -2.02
O: 0.68 1.59 0.98
H: 1.01 2.39 0.60
H: 0.59 1.88 1.83
O: 1.10 -1.11 1.60
H: 0.92 -0.79 2.48
H: 2.05 -1.10 1.57
O: -1.58 0.04 1.26
H: -2.06 0.86 1.34
H: -2.19 -0.70 1.38
O: -1.13 -1.73 -1.00
H: -1.02 -2.63 -1.13
H: -1.67 -1.42 -1.76
O: 1.63 -0.50 -1.19
H: 1.74 0.05 -1.98
H: 2.48 -0.35 -0.79

=====

No. 6
The following is a DFT calculation (the ωB97M-V functional and the def2-TZVPD basis) of a molecular structure, CrH18O9 in a non-equilibrium geometry.

The relative energy (zero: lowest compared OMol25 entry of this formula, charge and spin) is 94.1 kJ/mol. The HOMO-LUMO gap (alpha / beta) comes out at 7.8 / 9.2 eV. As for the spin multiplicity: 4. The total charge is +3.

Atoms and positions in Å:
Cr: -29.36 -20.58 -7.26
O: -30.60 -20.68 -5.58
H: -31.28 -20.06 -5.25
H: -30.48 -21.36 -4.89
O: -30.67 -18.39 -7.09
H: -31.51 -18.24 -7.54
H: -30.37 -17.50 -6.83
O: -28.21 -21.99 -6.18
H: -27.41 -21.54 -5.86
H: -28.04 -22.94 -6.07
O: -28.85 -19.34 -8.86
H: -28.04 -18.79 -8.85
H: -29.29 -19.13 -9.69
O: -31.19 -20.79 -8.30
H: -31.65 -20.34 -9.04
H: -31.87 -21.33 -7.87
O: -28.69 -21.87 -8.79
H: -27.86 -22.38 -8.79
H: -29.13 -22.09 -9.63
O: -30.64 -23.22 -6.93
H: -31.54 -23.25 -7.28
H: -30.50 -24.13 -6.62
O: -28.35 -19.18 -5.94
H: -28.66 -18.84 -5.08
H: -27.49 -18.75 -6.09
O: -26.36 -20.35 -7.85
H: -26.06 -19.44 -7.77
H: -25.55 -20.87 -7.72